Molecular formula: C17H36O6S
Method: DFT, ωB97M-V/def2-TZVPD

Structure (XYZ):
```
60
Properties=species:S:1:pos:R:3:forces:R:3
C -1.561 -2.704 -4.503 0.039 0.132 -0.497
S 0.105 -3.095 -3.846 -0.203 0.693 -1.311
O 1.039 -3.160 -5.033 -0.850 0.014 1.030
C 0.387 -1.503 -3.030 0.916 -0.082 0.599
H -2.342 -2.609 -3.747 0.336 -0.117 0.260
H -1.867 -3.469 -5.216 0.273 -0.257 0.161
H -1.541 -1.761 -5.053 0.261 -0.055 0.152
H 1.330 -1.687 -2.507 -0.162 0.047 0.224
H -0.383 -1.253 -2.300 -0.108 -0.317 -0.086
H 0.611 -0.624 -3.636 -0.422 -0.353 -0.669
C 3.852 -2.299 -0.788 0.098 -0.554 0.163
C 4.061 -1.094 -1.660 -0.612 0.538 0.062
O 3.877 -1.139 -2.849 0.064 -0.081 -0.340
C 4.445 0.223 -1.001 0.791 -0.844 0.447
H 3.608 -2.012 0.233 -0.176 -0.119 -0.013
H 4.718 -2.967 -0.744 0.274 0.363 -0.065
H 3.084 -2.933 -1.232 -0.218 0.216 0.110
H 5.519 0.284 -1.213 -0.058 0.466 -0.028
H 4.361 0.162 0.085 -0.112 0.107 -0.005
H 3.913 1.087 -1.378 0.033 -0.055 -0.293
C 1.319 1.825 1.905 -0.848 0.543 -0.064
C 0.482 1.691 0.650 0.525 -0.583 0.020
O -0.560 2.274 0.502 -0.408 0.282 0.084
C 1.022 0.800 -0.444 0.077 0.162 0.088
H 2.241 2.350 1.655 0.249 -0.344 0.069
H 1.474 0.848 2.358 0.367 -0.026 -0.100
H 0.756 2.453 2.595 0.059 -0.041 0.048
H 1.932 0.275 -0.169 0.032 0.080 0.100
H 1.217 1.459 -1.292 -0.053 -0.224 -0.194
H 0.286 0.040 -0.692 -0.060 0.198 -0.137
C -2.153 1.202 -2.507 -1.763 -1.302 1.157
C -3.367 0.521 -3.147 0.663 1.143 -1.245
O -3.172 -0.251 -4.060 -0.290 -0.138 0.167
C -4.765 0.862 -2.703 0.018 -0.195 0.222
H -2.380 2.074 -1.899 0.106 0.272 -0.359
H -1.288 1.252 -3.150 0.028 0.017 -0.068
H -2.067 0.402 -1.749 0.990 0.299 0.166
H -4.973 1.905 -2.944 0.051 0.038 0.029
H -4.905 0.736 -1.627 0.088 0.071 0.026
H -5.466 0.222 -3.233 -0.003 0.005 -0.004
C -0.908 -2.220 2.525 -0.740 0.208 0.368
C -0.367 -2.662 1.203 1.431 -0.876 0.216
O 0.497 -2.032 0.637 -0.060 0.386 -0.204
C -0.833 -3.990 0.651 -1.431 0.505 0.101
H -1.817 -1.644 2.311 -0.026 -0.050 0.130
H -0.246 -1.575 3.096 0.235 0.053 -0.318
H -1.202 -3.051 3.167 -0.040 -0.104 -0.156
H -0.289 -4.862 1.007 0.360 0.214 0.099
H -0.853 -3.962 -0.436 0.254 -0.085 -0.033
H -1.863 -4.112 1.007 0.029 -0.269 -0.182
C -0.974 5.128 5.162 -1.158 0.659 -0.359
C -0.968 3.711 5.652 0.059 0.174 0.380
O -1.940 3.273 6.207 -0.633 -0.411 0.207
C 0.272 2.892 5.539 0.640 0.419 -0.632
H -0.432 5.802 5.824 0.444 -0.133 -0.184
H -2.013 5.469 5.207 0.057 -0.114 0.190
H -0.720 5.259 4.110 0.645 -0.131 0.134
H 0.992 3.234 6.287 -0.128 -0.218 0.220
H 0.765 3.122 4.593 -0.012 -0.215 -0.049
H 0.051 1.833 5.620 0.083 -0.012 0.168
```
Forces are in eV/Å.

Results
Energy = -41331.078 eV
Relative energy (zero: lowest compared OMol25 entry of this formula, charge and spin) = 0.00 kcal per mole
HOMO-LUMO gap = 0.323 hartree
Max |F| = 2.48 eV Å⁻¹